DFT (ωB97M-V/def2-TZVPD) results for a single C7H7NO2 molecule at a distorted geometry.

The geometry in XYZ format:
```
17
Properties=species:S:1:pos:R:3:forces:R:3
O 2.9665 -2.0136 0.2857 -0.9 4.4 -2.4
H 1.8772 1.6154 -0.7418 -0.8 -0.7 1.5
H -0.5534 1.8449 -1.3783 -0.5 -1.5 1.2
C 2.6742 -0.9062 -0.2245 1.0 -3.2 3.0
H -3.5923 -1.3206 0.1109 1.9 0.8 0.3
C -2.5815 -0.7776 0.1267 3.2 2.8 -1.0
H 2.3733 -0.8145 -1.3248 0.3 0.4 1.5
H 1.6974 2.0520 1.0362 -0.1 -1.6 -0.9
H -1.6396 -2.0312 1.7694 0.6 1.6 -1.2
C 0.1889 0.4641 0.3097 -3.1 -0.3 -1.0
C -2.3121 0.4249 -0.8559 3.7 -2.4 3.9
N -0.1202 -0.5975 1.1976 -2.4 1.6 -2.9
C -1.4161 -1.1476 1.0612 -1.1 0.4 -1.0
C 1.6458 1.1726 0.3025 -0.5 0.3 -0.6
C -0.8603 0.9762 -0.6900 -1.1 -1.1 0.5
H -3.0709 0.8128 -1.6047 1.3 -0.5 1.1
O 2.7230 0.2460 0.6202 -1.4 -1.2 -1.8
```
Positions in Å, forces in eV/Å.

Properties
E_HOMO	-9.38	eV
structure (SMILES)	O=COCc1ccccn1
ΔE to the lowest compared entry with this formula, charge and spin	411.5	kJ/mol
orbital gap	9.358	eV
max |F|	5.9	eV/A
LUMO	-0.02	eV
total charge	0

DFT (ωB97M-V/def2-TZVPD) results for a single C7H7NO2 molecule at a distorted geometry.

The geometry in XYZ format:
```
17
Properties=species:S:1:pos:R:3:forces:R:3
H -0.6412 -0.5152 1.2447 -1.8 -1.0 -1.8
C -1.4582 -0.8709 0.4739 1.3 -1.1 3.0
H 1.5167 1.7540 1.2992 -0.2 -1.0 -0.7
O -2.0355 -2.0722 0.8847 1.9 2.2 1.0
C 1.8276 -0.0714 0.2609 -0.1 0.1 1.3
H -1.6267 1.5421 -1.6688 0.0 1.5 -0.6
C 1.1369 1.0335 0.5202 0.2 1.8 0.4
H 0.3848 2.6863 -0.6437 -0.5 -1.4 0.2
H -2.6365 -0.3473 -1.1329 -1.2 -0.6 -1.1
N 1.2455 -1.8024 -1.5392 -0.5 -0.6 -0.6
O 2.8839 -0.5486 0.9782 1.3 0.0 1.0
C -1.7683 -0.1530 -0.5908 1.2 0.4 1.3
C 1.3829 -1.0195 -0.7195 1.1 0.5 0.2
H 3.3546 0.0194 1.6676 -1.6 -0.5 -1.7
H -2.5999 -2.3403 0.2031 -1.5 -0.9 -1.6
C -1.0802 1.0786 -0.8936 3.3 0.7 1.8
C 0.1134 1.6269 -0.3437 -2.9 0.0 -2.1
```
Positions in Å, forces in eV/Å.

Properties
E_HOMO	-7.99	eV
structure (SMILES)	N#C\C(O)=C/C=C\C=C\O
ΔE to the lowest compared entry with this formula, charge and spin	335.3	kJ/mol
orbital gap	8.069	eV
max |F|	3.8	eV/A
LUMO	0.08	eV
total charge	0

DFT (ωB97M-V/def2-TZVPD) results for a molecular structure, C7H7NO2 at a distorted geometry.

The geometry in XYZ format:
```
17
Properties=species:S:1:pos:R:3:forces:R:3
H 1.8006 0.4813 -2.2939 3.2 -0.6 -3.9
H -0.3176 2.9114 0.3255 -0.7 3.7 0.9
N -0.9320 -1.4537 2.1417 -1.5 -3.5 -0.9
H -0.3202 -0.7852 2.6305 -0.5 -1.3 0.0
C -0.0001 2.0542 -0.0816 -3.5 -1.2 4.9
C -0.5478 1.0003 0.6003 -1.8 -3.0 3.2
C -0.3602 -0.3477 0.1060 0.5 4.0 0.6
O 0.7258 -1.7972 -1.3650 3.7 0.6 -3.4
H -1.1856 1.2597 1.7826 1.9 -1.1 -4.3
C -1.0026 -1.4788 0.7348 0.9 2.2 3.9
O -1.6565 -2.2883 0.2029 -1.8 -2.8 -2.1
H -1.3878 -2.4986 2.3980 2.0 4.1 0.2
C 0.5300 -0.4783 -0.9601 1.0 -0.5 -1.2
H 1.5507 -1.8487 -2.1580 -3.8 0.5 3.6
C 0.8381 1.9597 -1.0199 1.9 -11.3 -1.8
H 1.0682 2.6936 -1.5042 3.3 8.2 -5.3
C 1.1970 0.6162 -1.5394 -4.7 2.0 5.5
```
Positions in Å, forces in eV/Å.

Properties
E_HOMO	-9.08	eV
ΔE to the lowest compared entry with this formula, charge and spin	378.7	kJ/mol
orbital gap	9.639	eV
max |F|	11.6	eV/A
LUMO	0.56	eV
total charge	0

DFT (ωB97M-V/def2-TZVPD) results for 2 unconnected molecules or ions with the total composition C7H7NO3 at a distorted geometry.

The geometry in XYZ format:
```
18
Properties=species:S:1:pos:R:3:forces:R:3
N -2.3147 0.2266 -0.4442 -0.1 -1.7 -0.3
O -2.9112 -0.9803 -0.4950 -1.5 -0.7 0.0
H 0.6956 0.5621 -2.1644 -0.2 -0.1 0.0
O -2.1773 2.4649 0.1523 -0.3 0.8 0.5
O 0.6526 1.0041 1.1412 -0.3 -0.9 -1.0
H 1.2952 3.0101 1.3340 -0.2 -0.9 -0.2
C -0.7525 -1.5778 1.2924 0.9 -1.8 -3.7
H -2.8308 -1.5028 0.3472 0.6 1.3 -0.6
C 1.0705 2.1717 0.6584 0.5 1.5 -0.2
H -1.0967 -2.6281 1.3215 0.3 0.7 0.0
H -0.9989 -0.9674 2.0564 -0.4 1.8 2.7
C 1.1381 2.1620 -0.7049 0.5 2.1 1.7
H 1.4166 3.0652 -1.1756 0.3 0.5 -1.0
C -0.1725 -1.0905 0.1601 0.8 -1.1 1.7
C -2.4038 1.3382 -0.0418 0.1 0.7 -0.1
H -0.0448 -1.8077 -0.6625 0.0 0.6 0.1
C 0.4671 0.2196 0.0232 -0.7 -0.5 -1.3
C 0.7420 0.9344 -1.1563 -0.4 -2.4 1.6
```
Positions in Å, forces in eV/Å.

Properties
E_HOMO	-8.07	eV
structure (SMILES)	C=Cc1ccco1.O=C=NO
ΔE to the lowest compared entry with this formula, charge and spin	517.2	kJ/mol
orbital gap	8.474	eV
max |F|	4.2	eV/A
LUMO	0.40	eV
total charge	0

DFT (ωB97M-V/def2-TZVPD) results for a single C7H7NO3 molecule at a distorted geometry.

The geometry in XYZ format:
```
18
Properties=species:S:1:pos:R:3:forces:R:3
C -0.5175 -1.2722 0.3545 -1.6 1.4 4.0
H -2.0211 1.0109 0.7556 1.5 1.1 -1.5
C -1.6781 0.9829 -0.3674 -4.2 0.8 1.1
C 1.1217 0.3785 1.5631 1.6 2.1 -0.6
C 0.7636 -0.4541 0.6147 0.3 -2.4 -3.1
C -1.6824 -0.5806 -0.3854 2.9 1.0 0.2
H -0.9252 -1.5715 1.4149 0.3 0.7 -1.8
O 2.7586 -0.0317 -0.9158 -3.8 1.4 0.3
O 1.3121 -1.8915 -1.2908 2.8 4.8 2.7
H 2.2325 0.9234 -0.9185 2.0 -2.8 0.0
H -0.3591 -2.1934 -0.1239 0.5 -0.9 -0.6
O -2.5682 -1.1755 -0.8756 -1.4 -0.8 -0.6
H -2.7209 1.3276 -0.8132 2.3 -0.7 0.3
H 2.0709 1.0213 1.4912 -1.2 -1.5 0.0
H 0.4463 0.7842 2.2771 -0.6 -0.3 0.8
C 1.6786 -0.8614 -0.6095 -1.0 -2.6 -1.9
N 0.6215 1.8218 -1.3017 -7.6 0.7 2.6
C -0.5335 1.7816 -0.8694 7.0 -2.0 -1.9
```
Positions in Å, forces in eV/Å.

Properties
E_HOMO	-10.28	eV
structure (SMILES)	C=C(CC(=O)CC#N)C(=O)O
ΔE to the lowest compared entry with this formula, charge and spin	395.5	kJ/mol
orbital gap	10.069	eV
max |F|	8.0	eV/A
LUMO	-0.21	eV
total charge	0

DFT (ωB97M-V/def2-TZVPD) results for a single C7H7NO4 molecule at a distorted geometry.

The geometry in XYZ format:
```
19
Properties=species:S:1:pos:R:3:forces:R:3
H 2.9354 -1.8535 -0.4699 -0.2 -0.5 0.7
H 3.5944 -0.3500 -0.7912 0.5 0.7 0.0
H 1.0422 -0.4791 -1.3813 -0.1 0.5 0.3
H -4.9395 0.3948 -0.3857 0.5 -0.4 0.7
O -3.3264 -0.9903 -0.2003 -1.4 -0.3 -0.2
C -1.1389 -1.8258 0.4312 -2.4 1.3 -0.5
C -1.6328 0.5756 0.5735 -1.8 -2.0 1.9
C 1.5043 -0.2658 -0.4193 1.0 -0.8 -1.0
C -3.0365 1.1662 0.2820 2.9 3.8 0.5
C -3.9116 0.2739 -0.0206 -0.5 -1.9 -1.8
C 2.8917 -0.8258 -0.1298 -1.2 1.4 1.9
C -2.0144 -0.8818 0.1836 0.7 1.1 1.3
H -1.6524 0.8530 1.6709 1.2 -0.9 -0.8
H 3.0988 -0.5785 0.9985 0.0 -1.0 -2.3
O 0.9611 0.5373 1.6549 0.6 0.3 0.5
O -0.2794 -2.5381 0.6660 1.9 -1.8 0.4
O -0.4639 0.9072 -0.0907 0.9 1.7 -1.7
N 0.8280 0.3741 0.4555 -2.2 -0.3 0.6
H -3.1306 2.2420 0.5445 -0.5 -1.0 -0.5
```
Positions in Å, forces in eV/Å.

Properties
E_HOMO	-8.11	eV
structure (SMILES)	C/C=[N+](\[O-])O[C@H]1C=COC1=C=O
ΔE to the lowest compared entry with this formula, charge and spin	582.0	kJ/mol
orbital gap	8.672	eV
max |F|	4.9	eV/A
LUMO	0.56	eV
total charge	0

DFT (ωB97M-V/def2-TZVPD) results for a single C7H7NO4 molecule at a distorted geometry.

The geometry in XYZ format:
```
19
Properties=species:S:1:pos:R:3:forces:R:3
C 0.9619 0.1189 0.4850 0.1 -1.2 0.2
H -0.9915 -0.0470 -2.4287 0.5 0.5 2.2
N 1.0113 -1.6309 -1.3672 2.4 -2.2 -1.4
H -2.9123 0.2305 -0.3421 1.3 -0.2 0.3
C -1.8237 0.4636 -0.2372 -0.7 0.4 -1.4
H 1.2530 0.2440 2.6347 0.1 0.3 0.4
C 0.6683 -0.2932 1.8775 2.2 1.1 0.7
H 0.6164 2.3757 0.6255 -0.1 -1.2 -0.9
H -0.4961 -1.5017 0.1117 -0.3 -1.4 0.6
O -0.0905 -1.1354 2.2034 -1.4 -1.4 0.8
C 0.1875 1.4195 0.2032 -0.2 0.5 0.8
C -1.1883 1.1291 0.7160 -0.3 0.2 -2.8
O 0.1026 1.3300 -1.2047 -0.3 1.1 -0.5
C 0.2411 -0.9453 -0.3789 -0.3 3.8 -2.7
H 2.0137 0.4186 0.3625 -0.2 -1.1 -0.4
C -0.7431 0.2461 -1.3294 -0.2 -1.8 0.4
O 2.1472 -1.2103 -1.6168 -1.1 0.2 0.3
H -1.5441 1.4434 1.6175 -0.9 0.8 2.3
O 0.5866 -2.6556 -1.9320 -0.5 1.6 1.1
```
Positions in Å, forces in eV/Å.

Properties
E_HOMO	-10.11	eV
structure (SMILES)	O=C[C@H]1[C@H]([N+](=O)[O-])[C@H]2C=C[C@@H]1O2
ΔE to the lowest compared entry with this formula, charge and spin	453.1	kJ/mol
orbital gap	10.131	eV
max |F|	4.6	eV/A
LUMO	0.02	eV
total charge	0

DFT (ωB97M-V/def2-TZVPD) results for a single C7H7NOS molecule at a distorted geometry.

The geometry in XYZ format:
```
17
Properties=species:S:1:pos:R:3:forces:R:3
C 0.1700 -0.2819 0.2024 -3.4 2.1 0.2
C -2.3213 -0.4200 0.7668 -0.1 -0.9 1.3
C 0.3911 -1.5143 -0.2607 0.8 1.1 0.1
H 2.2824 -2.6110 -0.9000 -0.9 0.2 0.4
C 1.7981 -1.7073 -0.4848 1.3 -2.3 -1.8
H -0.7220 1.9274 -0.6924 0.0 0.8 -0.9
H 3.6925 -0.5317 -0.3711 -1.3 -0.4 -0.2
C -1.7082 1.6852 -0.3468 1.3 -0.7 1.8
C 2.5805 -0.6714 -0.3272 1.9 1.9 1.4
O 2.0275 1.8780 0.1689 -0.5 1.9 -0.6
H -0.2603 -2.2586 -0.5974 -1.4 -0.8 0.2
N -2.9412 -1.3830 0.8178 -0.5 -0.2 -0.2
S 1.6979 0.5350 0.6035 0.6 -2.0 0.7
H -2.1870 2.5039 0.1464 -0.3 0.7 0.1
H -2.3495 1.2200 -1.0347 -0.6 -0.2 -1.4
C -1.3774 0.6254 0.7025 5.5 -0.7 -0.4
H -0.7731 1.0043 1.6067 -2.3 -0.5 -0.7
```
Positions in Å, forces in eV/Å.

Properties
E_HOMO	-9.32	eV
ΔE to the lowest compared entry with this formula, charge and spin	320.5	kJ/mol
orbital gap	9.007	eV
max |F|	5.5	eV/A
LUMO	-0.31	eV
total charge	0

DFT (ωB97M-V/def2-TZVPD) results for a single C7H7PS3 molecule at a distorted geometry.

The geometry in XYZ format:
```
18
Properties=species:S:1:pos:R:3:forces:R:3
C -2.4458 -0.4979 -0.0910 -1.5 1.5 0.2
H 0.2965 2.8449 -0.8709 1.9 0.1 1.2
C 1.3346 2.5804 -0.3914 -5.2 -0.7 2.2
C 0.8117 -2.0807 0.4480 -0.8 1.1 0.2
H 1.6463 3.2131 0.4351 -0.2 0.0 -0.1
H -0.9475 -1.8964 1.4973 -1.5 -0.5 2.7
C -3.4094 0.1951 0.1230 1.7 -1.3 -0.2
H 1.9645 2.5379 -1.1500 3.2 -0.2 -3.4
H 2.7619 -2.5830 -0.4091 -1.7 1.9 1.9
S -0.0748 0.8043 1.8810 0.3 0.7 -0.4
S 2.7690 -0.1693 0.2125 -0.6 0.2 0.1
S -0.1736 0.0435 -1.5607 -0.2 -0.6 1.5
P 0.9105 0.8826 0.1961 -0.2 0.0 -0.2
C -0.4423 -1.6943 0.6466 2.1 -0.9 -3.1
C -1.2740 -1.1905 -0.5211 0.9 0.3 0.0
H -4.1307 0.8624 0.4432 -1.1 0.7 0.3
H -1.6515 -2.0530 -1.0847 0.7 0.3 -0.6
C 2.0547 -1.7992 0.1962 2.1 -2.5 -2.3
```
Positions in Å, forces in eV/Å.

Properties
E_HOMO	-8.43	eV
structure (SMILES)	C#C[C@@H]1C=C=CS[P@](C)(=S)S1
orbital gap	8.497	eV
max |F|	5.7	eV/A
LUMO	0.06	eV
total charge	0

DFT (ωB97M-V/def2-TZVPD) results for a molecular structure, C7H8 at a distorted geometry.

The geometry in XYZ format:
```
15
Properties=species:S:1:pos:R:3:forces:R:3
C -2.0376 -0.0371 0.1470 0.1 -0.1 -0.5
H 1.5588 -1.6724 -1.3406 -0.7 0.0 1.7
C 1.2083 -1.4794 -0.2564 1.3 3.7 -1.9
C -0.5784 0.5622 -0.5683 3.2 4.1 0.5
H 0.1359 1.6665 1.4942 -1.0 -0.1 2.6
H 1.4133 1.2845 0.3255 1.7 -0.2 0.2
C -2.0293 1.1891 -0.1852 -1.6 -0.2 0.7
H 1.1545 -2.3249 0.3481 0.5 -1.6 0.8
H 0.4046 2.7908 0.0297 0.2 -1.4 1.1
H 1.9595 -0.6728 0.1488 -1.1 -1.9 -0.5
C -0.1341 -0.8237 -0.1717 1.3 0.4 -1.9
H -0.6384 1.0299 -1.6098 0.9 -1.4 1.2
C 0.5421 1.8031 0.5740 -2.3 -0.5 -6.1
H -1.6849 -2.0442 0.7931 -0.4 -2.5 1.1
C -1.2744 -1.2715 0.2716 -2.2 1.6 0.8
```
Positions in Å, forces in eV/Å.

Properties
E_HOMO	-8.81	eV
ΔE to the lowest compared entry with this formula, charge and spin	759.8	kJ/mol
orbital gap	9.602	eV
max |F|	6.5	eV/A
LUMO	0.79	eV
total charge	0

DFT (ωB97M-V/def2-TZVPD) results for a single C7H8 molecule.

The geometry in XYZ format:
```
15
Properties=species:S:1:pos:R:3:forces:R:3
C 0.0413 2.8357 -0.9052 -0.2 -0.4 0.1
H 1.7441 0.0807 0.1801 -0.1 0.0 0.1
C -0.3336 -0.4744 0.5613 0.0 0.0 0.0
H 1.4572 -0.6744 1.7618 -0.1 0.1 -0.1
C -0.1533 -2.9728 -0.3776 -0.1 0.4 0.2
H -0.9880 -0.4779 1.4413 0.1 0.0 -0.1
C -0.2481 -1.8561 0.0649 0.0 -0.5 -0.2
H 0.4710 3.7950 -1.0920 -0.1 -0.2 0.1
C -0.4424 1.7513 -0.7050 0.2 0.4 -0.1
H -2.0794 0.5103 -0.2990 0.1 0.0 0.0
H -0.9613 -0.1016 -1.4962 0.1 0.1 0.1
H 0.9617 1.0106 1.4703 0.0 -0.2 -0.1
C -1.0136 0.4140 -0.5317 -0.1 0.0 -0.1
H -0.0728 -3.9651 -0.7650 0.0 0.2 0.1
C 1.0458 0.0172 1.0197 0.1 0.0 0.0
```
Positions in Å, forces in eV/Å.

Properties
E_HOMO	-9.87	eV
structure (SMILES)	C#CC[C@H](C)C#C
ΔE to the lowest compared entry with this formula, charge and spin	370.3	kJ/mol
orbital gap	10.865	eV
max |F|	0.5	eV/A
LUMO	0.99	eV
total charge	0

DFT (ωB97M-V/def2-TZVPD) results for a single C7H8 molecule at a distorted geometry.

The geometry in XYZ format:
```
15
Properties=species:S:1:pos:R:3:forces:R:3
H 2.7054 -0.5586 -0.8543 0.1 0.1 0.0
C -1.7100 -1.2885 0.0955 1.1 0.2 0.4
C 2.0739 -0.7879 0.0009 -0.1 0.0 0.0
H 2.4247 -0.2068 0.8503 0.1 0.0 0.1
H 0.4379 -0.3364 -1.3849 -0.1 -0.1 0.0
H -3.7985 -0.5228 -0.3052 -0.5 -0.2 0.0
H 2.1939 -1.8425 0.2422 0.1 0.0 0.0
C -1.6976 0.8290 0.0249 0.2 0.1 0.0
H -2.2191 1.3705 0.8094 -0.1 0.2 0.0
H 0.2106 0.9173 1.4619 0.3 0.2 0.3
C -0.1728 0.3791 0.6192 -4.2 -1.4 -1.4
C 0.6214 -0.4915 -0.3238 -0.1 -0.4 -0.1
C -2.7418 -0.5453 -0.2404 4.2 1.3 1.0
C -0.4334 -1.1567 0.4861 -0.8 -0.3 -0.3
H -1.6140 1.4363 -0.8750 -0.1 0.2 0.1
```
Positions in Å, forces in eV/Å.

Properties
E_HOMO (alpha / beta)	-7.95 / -7.95	eV
structure (SMILES)	C[C@H]1C2=C=CC[C@@H]21
ΔE to the lowest compared entry with this formula, charge and spin	674.5	kJ/mol
orbital gap (alpha / beta)	7.901 / 7.897	eV
max |F|	4.7	eV/A
LUMO (alpha / beta)	-0.05 / -0.05	eV
total charge	0

DFT (ωB97M-V/def2-TZVPD) results for a single C7H8 molecule at a distorted geometry.

The geometry in XYZ format:
```
15
Properties=species:S:1:pos:R:3:forces:R:3
H -1.2804 -1.6637 -1.4542 0.3 1.2 1.1
C 0.5530 -0.9048 -0.2389 0.0 -1.2 0.1
H 2.0122 2.1822 0.5766 -0.5 -1.2 -0.7
C 0.6404 0.4228 0.4659 -5.0 1.9 0.2
H -1.0526 -2.2852 0.1247 -0.4 0.5 0.0
C -0.9269 1.0487 0.4013 4.2 -3.1 0.2
H 1.1785 -0.8623 -1.1413 -0.3 -0.5 -0.2
C 1.7572 1.2403 -0.0151 0.7 1.9 -0.5
H 0.9029 -1.7371 0.4143 0.7 0.8 -0.4
H -3.0361 1.1695 1.4135 -0.6 0.0 -0.2
C -1.6372 -0.2229 0.2121 -1.3 2.2 -0.6
C -0.9377 -1.3289 -0.4209 0.4 -1.9 -0.4
H 2.6520 0.5914 0.0084 -0.2 0.4 -0.3
C -2.3003 0.7947 0.7319 0.9 -0.6 0.5
H 1.4749 1.5554 -1.0783 1.1 -0.3 1.1
```
Positions in Å, forces in eV/Å.

Properties
E_HOMO (alpha / beta)	-6.77 / -6.77	eV
structure (SMILES)	CC1=C2C=C2CC1
ΔE to the lowest compared entry with this formula, charge and spin	681.7	kJ/mol
orbital gap (alpha / beta)	7.559 / 7.560	eV
max |F|	5.4	eV/A
LUMO (alpha / beta)	0.79 / 0.79	eV
total charge	0

DFT (ωB97M-V/def2-TZVPD) results for 2 unconnected molecules or ions with the total composition C7H8 at a distorted geometry.

The geometry in XYZ format:
```
15
Properties=species:S:1:pos:R:3:forces:R:3
H 0.8956 -1.6648 -0.5995 0.6 0.3 -0.1
H 0.1457 0.8805 -1.6173 -0.1 0.0 -0.9
H -0.7606 -1.7676 -1.0583 -0.5 0.1 -0.5
H -3.7842 0.5388 1.2918 -0.4 0.1 0.2
C -0.3833 -0.1108 0.2187 3.1 2.3 3.2
H -0.1081 1.9902 -0.3233 -0.4 0.2 0.3
H 0.5029 0.4746 1.3679 -2.5 -2.7 -1.7
C 0.2761 1.0109 -0.5622 -2.6 0.2 -0.9
C 1.6078 0.8933 -0.2271 2.6 0.3 -1.6
C -1.6830 0.1529 0.6483 0.2 -0.3 -0.3
C -0.1059 -1.4970 -0.2492 0.3 -0.5 0.3
H -0.2801 -2.2320 0.5132 -0.2 -0.3 0.6
C 2.7645 0.6242 -0.3848 0.9 -0.1 1.3
H 3.7076 0.3528 -0.0065 0.8 -0.1 -0.3
C -2.7950 0.3541 0.9882 -1.8 0.3 0.5
```
Positions in Å, forces in eV/Å.

Properties
E_HOMO	-9.10	eV
ΔE to the lowest compared entry with this formula, charge and spin	631.5	kJ/mol
orbital gap	9.642	eV
max |F|	5.1	eV/A
LUMO	0.54	eV
total charge	0